[1]
Molecular formula: C7H13N2O3
Method: DFT, ωB97M-V with the def2-TZVPD basis set

Each line ends with the Mulliken charge.
CARTESIAN COORDINATES (ANGSTROEM)
C  1.166  -1.613  -0.020  -0.454
C  2.327  -0.931  0.074  0.277
C  -0.204  -1.308  0.027  1.027
C  -0.348  1.302  -0.032  1.008
C  -1.536  1.901  0.698  -1.644
C  -0.077  1.695  -1.444  -1.383
C  -2.387  -2.092  0.272  -0.665
N  0.803  1.446  0.806  -0.062
N  3.632  -0.977  -0.044  -0.385
O  -0.788  -0.156  -0.023  -0.339
O  1.957  1.174  0.253  -0.409
O  -1.015  -2.292  -0.008  -0.328
H  1.259  -2.688  -0.180  0.368
H  -1.564  3.018  0.648  0.360
H  -1.639  1.465  1.640  0.444
H  -2.422  1.578  0.213  0.415
H  -0.958  1.478  -1.969  0.428
H  0.769  1.136  -1.943  0.268
H  0.281  2.744  -1.412  0.416
H  -2.802  -1.958  -0.738  0.314
H  -2.570  -1.227  0.838  0.249
H  -2.880  -2.838  0.899  0.313
H  4.163  -1.863  -0.092  0.249
H  0.688  1.180  1.762  0.297
H  4.146  -0.174  -0.223  0.235

Its net charge is +1. The total energy is -16580.7482 eV. The calculation puts the orbital gap (alpha / beta) at 0.3360 / 0.3115 Eh. For the energy above the lowest of the compared OMol25 structures with the same formula, charge and spin, the calculation gives 322.9 kJ/mol.

[2]
Molecular formula: C7H13N2P
Method: DFT, ωB97M-V with the def2-TZVPD basis set

Each line ends with the Mulliken charge.
CARTESIAN COORDINATES (ANGSTROEM)
C  -5.038  0.854  0.068  -0.191
N  -4.341  -0.171  -0.106  -0.382
N  -2.905  0.047  0.445  -0.183
P  -1.856  -0.700  -0.461  0.074
C  -0.213  -0.360  0.499  -0.002
C  0.780  -1.502  0.061  -0.939
C  2.294  -1.254  0.389  -0.698
C  2.727  -0.138  -0.496  -0.637
C  1.941  1.094  -0.093  -0.525
C  0.337  0.919  -0.232  -0.955
H  -6.116  0.984  -0.265  0.256
H  -4.521  1.894  0.353  0.236
H  -0.230  -0.283  1.542  0.568
H  0.639  -1.592  -1.018  0.441
H  0.340  -2.455  0.438  0.411
H  2.909  -2.172  0.211  0.280
H  2.365  -0.955  1.397  0.351
H  3.790  0.071  -0.327  0.313
H  2.569  -0.268  -1.598  0.318
H  2.193  1.342  1.016  0.261
H  2.438  1.880  -0.804  0.273
H  -0.070  1.773  0.298  0.329
H  -0.031  0.991  -1.317  0.402

The total energy is -19735.4594 eV. The calculation puts the orbital gap at 0.3267 Eh. Its structure (SMILES) is C=N/N=P/C1CCCCC1. For the energy above the lowest of the compared OMol25 structures with the same formula, charge and spin, the calculation gives 142.6 kJ/mol.

[3]
Molecular formula: C7H13N2P
Method: DFT, ωB97M-V with the def2-TZVPD basis set

Each line ends with the Mulliken charge.
CARTESIAN COORDINATES (ANGSTROEM)
C  1.253  -1.889  0.346  -0.294
C  2.277  0.660  -0.245  0.403
C  -0.725  -0.554  -0.163  0.929
C  2.167  2.056  -0.489  -0.646
C  -0.652  -0.784  -1.682  -1.692
C  -2.196  -1.014  0.190  -1.483
C  -0.647  1.164  1.500  -0.980
N  0.040  -1.701  0.283  -0.365
N  -0.160  0.679  0.227  -0.115
P  2.865  -0.670  0.370  -0.346
H  1.510  -2.867  0.585  0.456
H  2.247  2.259  -1.501  0.319
H  2.839  2.596  0.285  0.242
H  1.143  2.309  -0.234  0.259
H  -1.263  -0.122  -2.155  0.499
H  -0.975  -1.809  -1.800  0.432
H  0.267  -0.564  -2.188  0.346
H  -2.443  -2.032  -0.262  0.382
H  -2.960  -0.256  -0.016  0.359
H  -2.094  -1.202  1.267  0.393
H  -0.531  0.413  2.308  0.321
H  -0.171  2.077  1.819  0.326
H  -1.789  1.252  1.554  0.252

The total energy is -19732.2553 eV. The calculation puts the orbital gap (alpha / beta) at 0.2506 / 0.3071 Eh. For the energy above the lowest of the compared OMol25 structures with the same formula, charge and spin, the calculation gives 451.7 kJ/mol.

[4]
Molecular formula: C7H13N2S
Method: DFT, ωB97M-V with the def2-TZVPD basis set

Each line ends with the Mulliken charge.
CARTESIAN COORDINATES (ANGSTROEM)
C  -0.657  -2.945  -1.030  -1.253
C  -1.415  -2.076  -0.142  -0.099
C  0.399  1.417  -0.660  -0.079
C  -1.917  1.264  0.113  0.398
C  0.673  -1.393  0.975  -1.258
C  1.517  3.324  0.230  -0.892
C  -0.832  -1.358  0.860  -0.357
N  1.433  2.225  -0.590  -0.027
N  -0.841  1.644  -0.182  -0.178
S  -3.432  1.091  0.451  -0.118
H  -0.602  -3.958  -0.640  0.316
H  0.210  -2.470  -1.240  0.315
H  -2.472  -2.051  -0.250  0.440
H  0.592  0.410  -1.045  0.537
H  0.953  -0.705  1.895  0.206
H  1.111  -1.256  -0.014  0.294
H  0.924  -2.411  1.150  0.491
H  1.446  4.332  -0.237  0.328
H  0.691  3.455  0.966  0.311
H  2.418  3.361  0.777  0.351
H  -1.389  -0.667  1.560  0.622
H  2.337  2.027  -0.970  0.300
H  -1.146  -3.260  -1.979  0.351

Its net charge is +1. The total energy is -21275.7937 eV. The calculation puts the orbital gap at 0.2546 Eh. For the energy above the lowest of the compared OMol25 structures with the same formula, charge and spin, the calculation gives 371.9 kJ/mol.

[5]
Molecular formula: C7H13NO
Method: DFT, ωB97M-V with the def2-TZVPD basis set

Each line ends with the Mulliken charge.
CARTESIAN COORDINATES (ANGSTROEM)
C  -1.100  1.138  -1.754  -1.332
C  -0.493  0.724  -0.441  -0.227
C  0.352  1.358  0.420  0.237
O  0.649  2.621  0.645  -0.557
C  0.955  0.151  1.057  0.044
C  2.205  -0.424  0.409  -1.340
C  -0.559  -0.574  0.296  1.240
C  -0.549  -1.859  -0.499  -1.783
N  -1.567  -0.620  1.328  -0.621
H  -2.193  1.126  -1.710  0.316
H  -0.841  0.401  -2.524  0.286
H  -0.747  2.121  -2.071  0.350
H  -0.033  3.178  0.236  0.329
H  1.048  0.189  2.148  0.415
H  3.037  0.290  0.462  0.364
H  2.525  -1.342  0.912  0.331
H  2.052  -0.663  -0.647  0.272
H  0.155  -1.821  -1.332  0.357
H  -0.275  -2.706  0.138  0.440
H  -1.540  -2.069  -0.918  0.351
H  -1.496  -1.430  1.936  0.249
H  -1.587  0.213  1.911  0.278

The total energy is -11005.5078 eV. The calculation puts the orbital gap at 0.3186 Eh. Its structure (SMILES) is CC1=C(O)[C@H](C)[C@@]1(C)N. For the energy above the lowest of the compared OMol25 structures with the same formula, charge and spin, the calculation gives 216.6 kJ/mol.

[6]
Molecular formula: C7H13NO
Method: DFT, ωB97M-V with the def2-TZVPD basis set

Each line ends with the Mulliken charge.
CARTESIAN COORDINATES (ANGSTROEM)
C  0.003  1.046  0.349  1.154
C  1.452  1.064  0.814  -1.326
C  -1.009  1.616  1.332  -1.411
C  -0.460  -0.891  0.432  0.545
N  0.997  -1.108  -2.104  -0.427
C  -1.052  -1.143  -0.801  -0.648
C  -0.409  -0.875  -2.007  -0.308
C  -0.154  -1.540  1.534  -0.883
O  -0.169  1.466  -0.889  -0.678
H  -0.312  0.548  -1.629  0.374
H  1.295  -2.007  -1.746  0.219
H  1.366  -0.954  -3.032  0.213
H  -2.138  -1.160  -0.823  0.228
H  -0.996  -1.003  -2.916  0.404
H  1.779  2.108  0.858  0.402
H  -0.935  1.148  2.313  0.328
H  1.578  0.624  1.801  0.334
H  2.074  0.532  0.098  0.269
H  -0.816  2.687  1.442  0.403
H  -2.019  1.492  0.944  0.323
H  -0.322  -2.607  1.623  0.286
H  0.246  -1.043  2.408  0.201

The total energy is -11004.1239 eV. The calculation puts the orbital gap at 0.3292 Eh. For the energy above the lowest of the compared OMol25 structures with the same formula, charge and spin, the calculation gives 350.1 kJ/mol.

What is the energy above the lowest of the compared OMol25 structures with the same formula, charge and spin in the first record? 322.9 kJ/mol

Among the records above, which one has the highest energy above the lowest of the compared OMol25 structures with the same formula, charge and spin? number 3

Which formula does entry 5 have? C7H13NO